Below is a single C4H5ClN2O3 molecule in a non-equilibrium geometry, with properties calculated with ωB97M-V with the def2-TZVPD basis set.

XYZ file:
```
15
Properties=species:S:1:pos:R:3:forces:R:3
H 1.29138 -1.09699 -0.75956 -0.86 0.79 0.50
O 2.16894 1.78872 1.37046 0.63 0.08 0.40
C 0.47078 -0.49734 -0.27467 5.26 -1.51 3.68
H -1.64426 -1.08598 -2.20427 -3.27 -2.56 -0.73
H 1.30963 -0.63889 1.71875 0.61 -0.26 0.11
O -1.73822 0.06607 1.25263 0.78 -0.61 -0.89
Cl -0.13221 2.40877 0.43609 -0.65 1.26 -0.34
C 1.07638 1.40132 1.13636 0.28 -0.31 -0.36
H 0.02713 -1.21925 -2.60240 1.91 -1.54 -0.76
H -0.90365 0.20121 -2.79351 -0.15 2.91 -2.76
N -0.67005 -0.15098 1.80952 -1.90 1.16 1.16
C 0.64898 -0.05119 1.12024 -0.65 -0.54 -1.03
C -0.74969 -0.64114 -2.27250 -0.86 1.49 2.44
O -0.60963 -0.26502 3.00459 0.53 -0.56 1.11
N -0.54550 -0.21932 -0.94175 -1.66 0.22 -2.52
```
Forces are in eV/Å.

Properties
Spin multiplicity: 3
Electronic energy in eV: -25865.79432
Kohn-Sham gap (spin up / spin down) in eV: 6.16 / 7.94
⟨S²⟩: 2.010
HOMO (spin up / spin down) in Eh: -0.22970 / -0.39300
Energy relative to the best compared isomer or geometry (same formula, charge and spin) in kJ/mol: 53.53

In the natural (NBO) picture, each atom carries the following charge in e: atom 1 (H): 0.249, atom 2 (O): -0.486, atom 3 (C): -0.226, atom 4 (H): 0.213, atom 5 (H): 0.272, atom 6 (O): -0.345, atom 7 (Cl): -0.025, atom 8 (C): 0.477, atom 9 (H): 0.223, atom 10 (H): 0.207, atom 11 (N): 0.526, atom 12 (C): -0.249, atom 13 (C): -0.443, atom 14 (O): -0.351, atom 15 (N): -0.042

=====

Below is a single C5H10O2 molecule in a non-equilibrium geometry, with properties calculated with ωB97M-V with the def2-TZVPD basis set.

XYZ file:
```
17
Properties=species:S:1:pos:R:3:forces:R:3
C -0.97339 0.02870 -0.77940 1.15 0.55 -1.65
H 0.12516 -0.75972 -2.87690 -0.69 0.36 1.04
H 1.61568 0.32647 2.61996 -0.10 0.05 -0.11
H -0.85913 0.38092 2.11239 0.12 -0.14 -0.05
H -0.41129 -1.49262 -1.07472 -0.77 -3.79 1.91
C 1.23158 0.84229 1.73494 0.00 -0.02 -0.02
H 1.23977 -0.20303 -1.62397 -0.73 0.16 0.29
C -0.10220 0.26670 1.31871 -0.01 0.41 0.06
H 1.12169 1.90746 1.96110 0.01 -0.18 -0.03
H 0.13944 0.94052 -2.42156 0.37 0.44 -0.36
C -0.92378 -1.31089 -0.08188 0.46 0.42 -0.92
H -1.92381 0.24894 -1.27459 0.12 0.15 0.17
C 0.20991 -0.05215 -2.00735 -0.68 0.98 0.62
O 0.03760 -1.08195 0.94002 0.02 0.04 -0.27
H 1.94381 0.71913 0.91430 -0.08 0.04 0.10
O -0.61152 0.97009 0.17526 0.08 0.44 0.18
H -1.85953 -1.73086 0.36370 0.74 0.10 -0.98
```
Forces are in eV/Å.

Properties
Electronic energy in eV: -9439.69108
Kohn-Sham gap in eV: 10.87
HOMO in Eh: -0.35980
Energy relative to the best compared isomer or geometry (same formula, charge and spin) in kJ/mol: 323.41

In the natural (NBO) picture, each atom carries the following charge in e: atom 1 (C): 0.107, atom 2 (H): 0.217, atom 3 (H): 0.220, atom 4 (H): 0.139, atom 5 (H): 0.260, atom 6 (C): -0.636, atom 7 (H): 0.219, atom 8 (C): 0.376, atom 9 (H): 0.221, atom 10 (H): 0.220, atom 11 (C): -0.182, atom 12 (H): 0.194, atom 13 (C): -0.708, atom 14 (O): -0.531, atom 15 (H): 0.218, atom 16 (O): -0.529, atom 17 (H): 0.195

=====

> Among the records above, which one has the highest electronic energy?

C5H10O2